The following is a quantum chemistry calculation of a structure of composition C20H40NOP3SSn in a non-equilibrium geometry, from OMol25.

```
67
Properties=species:S:1:pos:R:3:forces:R:3
Sn -0.673 1.297 1.167 0.7 0.9 1.4
P -2.293 -0.535 0.614 -0.7 -1.7 -0.2
P 1.102 -0.284 2.469 3.3 0.1 3.6
P 1.518 -2.503 -0.809 0.7 0.5 0.0
H -0.848 3.811 -0.303 -0.3 -1.7 -0.3
C -1.024 2.756 -0.715 -2.0 0.2 1.2
C -2.213 1.971 -0.491 0.1 2.8 -3.0
H -2.984 2.423 0.160 0.3 -0.5 -0.3
C -4.003 -0.312 1.077 -0.2 0.5 0.3
C -1.605 -1.873 1.569 0.1 -0.7 0.7
C -2.396 -1.242 -1.044 0.5 0.4 -0.6
C 2.711 0.620 2.409 -0.7 0.8 -1.8
C 0.686 0.228 4.193 -1.5 0.6 0.7
C 1.824 -1.873 3.020 -0.5 -1.8 -0.8
C 1.403 -2.811 -2.640 -0.7 -0.4 -0.3
C 2.183 -4.139 -0.262 -0.2 -0.4 0.1
C 3.013 -1.394 -0.805 0.9 0.4 0.1
H -0.385 2.468 -1.527 0.3 0.0 -0.2
H -2.532 1.318 -1.382 0.4 0.8 1.9
H -4.383 0.637 0.662 -0.1 -0.3 0.4
H -4.001 -0.329 2.178 -0.6 0.2 -0.3
H -4.611 -1.133 0.645 0.4 0.3 0.4
H -1.404 -1.582 2.613 -0.2 -0.2 -0.3
H -0.665 -2.244 1.113 -0.5 0.2 0.1
H -2.367 -2.672 1.560 0.4 0.1 0.1
H -2.400 -0.435 -1.796 -0.3 -0.8 0.1
H -3.339 -1.825 -1.090 0.6 0.3 0.0
H -1.508 -1.871 -1.213 -0.4 0.1 0.0
H 3.431 0.326 3.172 -0.4 -0.1 0.2
H 2.486 1.687 2.444 0.3 0.1 0.3
H 3.149 0.456 1.425 0.2 -0.1 0.0
H 1.566 0.260 4.861 -0.1 -0.1 -0.7
H -0.046 -0.430 4.678 0.3 -0.4 -0.3
H 0.155 1.183 4.281 0.7 0.2 -0.2
H 2.658 -1.734 3.741 -0.6 0.5 -0.5
H 2.213 -2.401 2.138 0.0 0.0 0.3
H 1.056 -2.502 3.500 0.3 0.1 -0.3
H 1.858 -3.800 -2.800 -0.1 0.4 -0.2
H 1.847 -2.091 -3.357 0.1 -0.2 0.8
H 0.337 -2.886 -2.923 0.4 -0.2 0.1
H 2.795 -4.552 -1.085 -0.1 0.1 0.6
H 1.324 -4.827 -0.095 0.6 0.4 -0.1
H 2.778 -4.114 0.676 -0.4 0.1 -0.6
H 3.638 -1.697 -1.666 -0.1 0.2 0.5
H 3.699 -1.367 0.097 -1.0 -0.4 -0.9
H 2.709 -0.336 -0.988 0.1 -0.6 0.0
C 0.278 0.484 -3.766 1.2 -0.2 -0.7
C 1.177 1.557 -3.589 0.6 1.2 0.0
C 1.878 2.143 -4.698 -0.5 -0.6 4.1
C 1.670 1.610 -5.962 0.1 0.3 -1.2
C 0.584 0.806 -6.217 -1.2 -1.7 -0.2
C -0.070 0.171 -5.140 -1.4 0.6 -1.6
O -0.145 -0.316 -2.753 -1.4 4.0 2.2
H -0.365 0.330 -1.851 1.5 -2.8 -3.7
H 1.282 1.874 -2.524 0.6 0.0 -1.1
H 2.622 2.925 -4.502 -0.3 -0.3 -0.2
H 2.272 1.881 -6.814 0.3 0.4 0.0
H 0.367 0.724 -7.330 -0.3 -0.5 1.8
H -1.065 -0.307 -5.290 1.1 -0.2 -0.1
S -2.898 2.954 5.265 2.4 -1.2 -2.4
C -2.390 4.311 4.330 0.3 -1.1 -0.9
C -1.737 3.954 3.165 -1.0 0.2 0.0
N -1.671 2.552 2.909 0.3 0.2 2.3
C -2.043 1.924 4.054 -2.5 -0.6 -0.1
H -2.647 5.291 4.690 0.2 0.3 -0.1
H -1.406 4.693 2.432 0.0 -0.5 0.2
H -2.150 0.791 4.122 0.3 1.8 0.0
```
Positions in Å, forces in eV/Å.

Summary:
total charge	+4
E	-69412.2005	eV
energy above the lowest of the compared OMol25 structures with the same formula, charge and spin	4.3868	eV
highest occupied orbital energy (alpha / beta)	-0.683 / -0.687	hartree
frontier orbital gap (alpha / beta)	3.8958 / 4.1530	eV

Atomic partial charges in e from the Löwdin method, atoms 1 to 4:
1. Sn 1.161
2. P 0.692
3. P 0.740
4. P 0.792